Entry 1:
Entry from the OMol25 dataset: a single C23H17Cl3N2O2 molecule (the ωB97M-V functional and the def2-TZVPD basis).

```
47
C23H17Cl3N2O2 (the ωB97M-V functional and the def2-TZVPD basis)
Cl 2.921 -5.513 3.571
Cl 2.222 -1.433 -5.953
Cl 4.969 -0.444 -4.812
O -5.027 4.156 1.708
O -1.994 -1.261 -1.798
N 1.546 -2.437 1.392
N -0.111 -1.022 -0.537
C -3.824 3.986 1.656
C -1.542 4.487 2.563
C 1.726 -1.724 -1.910
C -3.216 2.856 0.961
C -1.229 1.728 0.114
C 1.423 -4.422 0.048
C 1.189 -3.044 0.242
C -4.004 1.734 0.574
C -1.387 -0.588 -0.933
C 0.663 -2.187 -0.934
C 1.888 -5.193 1.128
C 3.714 -0.933 -3.737
C -1.986 0.632 -0.332
C 2.226 -4.565 2.317
C 2.049 -3.168 2.396
C 2.472 -1.376 -4.217
C 2.980 -1.275 -1.454
C -3.381 0.679 -0.075
C 1.507 -1.782 -3.303
C -2.953 5.057 2.319
C 3.948 -0.878 -2.375
C -1.819 2.820 0.744
C -0.957 3.909 1.283
H -2.910 5.929 1.673
H -0.168 1.747 -0.015
H 2.455 -2.649 3.216
H 2.111 -6.241 0.994
H 0.069 3.541 1.402
H -0.857 4.700 0.529
H -5.062 1.793 0.791
H 0.564 -2.118 -3.727
H -0.935 5.322 2.919
H 4.912 -0.500 -2.020
H -3.998 -0.124 -0.424
H 0.324 -0.416 0.157
H 3.191 -1.247 -0.404
H -3.408 5.366 3.252
H 0.004 -2.787 -1.520
H -1.495 3.780 3.397
H 1.187 -4.894 -0.866
```

Computed properties:
2S+1: 1
Total energy: -68770.2969 eV
SMILES: O=C(N[C@@H](c1ccc(Cl)c(Cl)c1)c1ccc(Cl)cn1)c1ccc2c(c1)CCCC2=O
Gap between HOMO and LUMO: 0.322 Ha

Entry 2:
Entry from the OMol25 dataset: a single C3H6N2O2 molecule (the ωB97M-V functional and the def2-TZVPD basis).

```
13
C3H6N2O2 (the ωB97M-V functional and the def2-TZVPD basis)
O -1.106 -1.574 0.103
O 3.180 0.336 -0.397
N 2.732 -0.780 -0.212
N 1.403 -0.902 -0.021
C -0.846 -0.399 0.014
C 0.544 0.202 0.323
C -1.902 0.651 -0.193
H -1.736 1.141 -1.152
H 1.074 -1.853 0.111
H 0.636 0.517 1.367
H -2.890 0.198 -0.196
H -1.856 1.410 0.583
H 0.766 1.052 -0.331
```

Computed properties:
Relative energy (zero: lowest compared OMol25 entry of this formula, charge and spin): 361.38 kJ/mol
2S+1: 1
Total energy: -10281.0520 eV
SMILES: CC(=O)CNN=O
Gap between HOMO and LUMO: 0.363 Ha

Entry 3:
Entry from the OMol25 dataset: 16 unconnected molecules or ions with the total composition C32H72N8O32 (the ωB97M-V functional and the def2-TZVPD basis).

```
144
C32H72N8O32 (the ωB97M-V functional and the def2-TZVPD basis)
O -2.141 -3.341 -5.443
O 1.626 -2.927 -0.386
O -4.471 -3.254 -3.171
O 2.792 0.352 -5.240
O -1.406 -0.655 -0.864
O -7.488 -3.473 1.877
O 1.138 3.616 2.823
O -3.023 -1.606 -2.803
O -4.430 6.795 -1.598
O 7.728 2.678 2.293
O 5.531 0.274 2.926
O 2.396 2.061 2.098
O 1.944 2.148 4.309
O -1.914 -6.018 -0.273
O -0.409 3.561 -4.218
O 0.931 -1.557 4.583
O -3.143 -7.720 0.203
O -3.995 -5.717 -0.310
O 0.043 -3.007 -6.180
O 2.652 1.676 -1.139
O -3.558 -3.128 -1.241
O -6.003 5.867 -0.487
O 0.080 0.477 0.426
O 0.238 -2.163 6.655
O -1.869 4.793 -3.088
O -0.167 5.767 -4.073
O -0.337 -3.386 -4.124
O -0.593 1.225 -1.512
O -4.585 4.512 -1.503
O 2.298 -2.273 6.125
O -3.278 -0.465 3.120
O -3.719 1.794 -5.240
N 2.035 -1.649 -4.188
N -2.008 -1.295 5.009
N -6.321 -3.288 -0.231
N 7.451 4.812 3.108
N -0.756 -3.298 -0.091
N 2.053 3.900 -0.246
N 3.307 -0.536 3.237
N -2.761 1.997 -3.003
C 0.637 -3.639 -0.689
C 1.188 -2.002 5.741
C -2.806 1.507 -4.464
C 3.061 -1.612 -6.610
C -5.129 -3.314 2.028
C 1.856 2.584 3.073
C 2.487 2.928 -1.391
C -0.668 0.357 -0.661
C 3.146 -1.274 1.919
C -2.515 -0.707 6.348
C 0.615 4.293 -0.354
C -1.568 0.694 -4.910
C -0.867 4.731 -3.849
C 5.444 3.316 2.428
C -3.000 -6.500 -0.063
C -7.149 -2.069 -0.800
C -6.435 -3.364 1.285
C -4.993 5.781 -1.196
C 0.771 -4.878 -1.623
C -0.841 -3.046 1.391
C 2.814 3.662 -2.651
C -0.784 -3.236 -5.272
C -2.285 -0.358 3.816
C -3.661 -2.738 -2.382
C 5.139 -1.227 4.832
C 6.950 3.558 2.602
C 1.776 -0.875 -2.923
C 4.791 -0.413 3.587
C 2.670 -0.870 -5.343
C -4.034 1.572 -2.166
C -1.142 0.522 3.548
C 7.320 6.013 2.146
H 2.192 3.424 0.635
H -7.032 -2.090 -1.883
H 2.774 -0.921 4.003
H 3.972 -1.053 1.243
H 7.123 4.983 4.048
H 3.420 -0.919 -7.370
H -2.354 -3.302 -4.508
H 4.646 -0.772 5.690
H 1.430 -4.471 -2.391
H 3.599 4.418 -2.629
H -0.006 3.430 -0.109
H -0.604 -2.024 1.684
H -3.760 4.706 -1.953
H -1.952 0.187 6.617
H -0.781 0.826 4.530
H 6.199 -1.196 5.086
H 6.363 6.203 1.660
H 0.984 -2.563 7.109
H -1.332 1.409 2.945
H -2.408 -1.454 -2.082
H -1.028 -1.525 4.934
H 2.197 -0.904 1.533
H -1.709 -0.339 -4.592
H 2.723 -2.343 -3.934
H 3.132 0.402 2.905
H 8.412 4.577 3.310
H -2.558 2.986 -2.999
H 2.656 4.707 -0.174
H 0.329 3.636 -4.828
H -2.393 -2.159 4.655
H -0.155 -5.314 -1.998
H -3.593 -4.950 -0.725
H -0.349 0.060 2.959
H -4.509 -2.541 1.573
H -4.742 2.305 -2.552
H 1.229 -2.157 -4.522
H -1.186 -2.575 -0.649
H 1.111 -1.496 -2.323
H -3.879 1.751 -1.102
H -1.337 0.598 -5.971
H 1.958 4.252 -2.975
H 2.725 -0.609 -2.460
H -2.304 -1.487 7.078
H 3.064 -2.332 2.169
H -6.731 -4.109 -0.653
H 2.270 -2.172 -7.107
H 0.669 1.101 -0.005
H 1.211 -0.013 -3.278
H 4.812 -2.267 4.848
H 0.612 4.968 0.502
H -8.144 -2.290 -0.412
H -5.382 -3.326 -0.602
H 0.410 4.777 -1.308
H -1.915 -3.065 1.575
H 7.593 6.856 2.782
H 1.309 -5.658 -1.084
H -0.531 -3.847 2.063
H -4.552 -4.233 1.931
H 2.950 2.857 -3.374
H -1.968 1.594 -2.525
H 5.092 2.510 1.783
H 3.789 -2.358 -6.289
H -3.581 -0.524 6.209
H -5.166 -3.099 3.096
H -1.276 -4.161 -0.164
H 8.109 5.748 1.442
H -4.257 0.525 -2.369
H -0.710 1.129 -4.397
H 5.085 3.011 3.411
H 4.881 4.214 2.177
H 1.353 2.702 4.824
H -6.851 -1.177 -0.248
```

Computed properties:
Relative energy (zero: lowest compared OMol25 entry of this formula, charge and spin): 0.00 kJ/mol
2S+1: 1
Total energy: -111783.9406 eV
Gap between HOMO and LUMO: 0.044 Ha

Entry 4:
Entry from the OMol25 dataset: 2 unconnected molecules or ions with the total composition C2H3Cl2NS (the ωB97M-V functional and the def2-TZVPD basis).

```
9
C2H3Cl2NS (the ωB97M-V functional and the def2-TZVPD basis)
Cl 2.706 -0.167 -0.762
Cl 1.207 1.755 0.911
S -2.540 0.765 -0.767
N 0.259 -0.659 0.289
C -1.814 -0.405 -0.049
C 0.962 0.347 -0.118
H 0.403 -0.988 1.185
H -1.882 -1.344 0.389
H 0.699 0.695 -1.077
```

Computed properties:
Relative energy (zero: lowest compared OMol25 entry of this formula, charge and spin): 318.88 kJ/mol
2S+1: 1
Total energy: -39489.2236 eV
Gap between HOMO and LUMO: 0.282 Ha